# 1
A 15-piece molecular cluster, C70H195N35O10P10 overall in a non-equilibrium geometry, computed with ωB97M-V with the def2-TZVPD basis set.

Values from the calculation:
- LUMO level (eV) = 0.392
- calculated total energy (Ha) = -8866.8394

Geometry as ORCA input:
```
! wB97M-V def2-TZVPD RIJCOSX def2/J DEFGRID3
* xyz 0 1
O 2.5685 3.8791 8.1504
P 2.4289 5.3341 7.8504
N 2.6719 5.5049 6.2161
C 2.5019 4.3935 5.2791
C 2.6830 6.7859 5.5360
N 3.5123 6.3302 8.5952
C 3.2715 6.3719 10.0665
C 4.9133 6.1594 8.2073
N 0.9625 5.9179 8.3313
C 0.6300 7.2894 8.1701
C -0.1834 4.9981 8.5199
H 3.2109 4.5007 4.4838
H 1.5204 4.4390 4.7856
H 2.7013 3.4158 5.7334
H 2.8984 7.7373 6.0455
H 1.7791 7.0718 4.9710
H 3.4326 6.7155 4.7041
H 3.2606 5.4062 10.5312
H 4.1410 6.8892 10.5572
H 2.3878 6.8962 10.3615
H 4.9848 5.8676 7.1456
H 5.4695 7.0796 8.3257
H 5.4094 5.3152 8.7765
H -0.1767 7.4374 8.9204
H 1.5107 7.9031 8.3172
H 0.3285 7.5877 7.1483
H -1.0719 5.6101 8.9531
H 0.1582 4.2119 9.1519
H -0.5758 4.6067 7.6141
O 1.0915 -6.0430 -3.1094
P 1.8631 -4.8177 -3.0007
N 0.9274 -3.5413 -3.5374
C -0.2660 -3.8221 -4.2638
C 1.4433 -2.2175 -3.7249
N 3.3537 -4.9048 -3.9036
C 4.2698 -3.7242 -3.9661
C 3.3598 -5.8893 -5.0079
N 2.4622 -4.3774 -1.5383
C 3.5180 -5.2664 -1.0325
C 1.6885 -3.6522 -0.5876
H -1.0747 -3.2761 -3.7483
H -0.5265 -4.8828 -4.2678
H -0.1873 -3.3874 -5.2608
H 2.1518 -1.9493 -2.9609
H 0.7074 -1.4435 -3.8738
H 1.9889 -2.1788 -4.6276
H 4.3460 -3.2479 -2.9774
H 5.2902 -4.1231 -4.2031
H 3.8799 -2.9896 -4.6714
H 2.9054 -5.5896 -5.9496
H 4.3649 -6.3330 -5.2314
H 2.8636 -6.7662 -4.6242
H 3.4182 -6.2527 -1.5155
H 4.5514 -4.9787 -1.1821
H 3.3597 -5.4320 0.0517
H 1.0315 -2.8905 -1.1164
H 2.3864 -3.0665 -0.0420
H 1.0506 -4.2867 0.0402
O 4.1449 7.5354 -0.2426
P 2.7863 7.0086 -0.4992
N 1.6664 7.8714 0.3715
C 0.1937 7.6438 0.2017
C 2.1119 8.6642 1.4690
N 2.7545 5.3578 -0.1121
C 3.3764 5.2359 1.2290
C 1.5702 4.5576 -0.3751
N 2.2376 7.1182 -2.0715
C 1.8960 8.4863 -2.3541
C 2.9671 6.3877 -3.1006
H -0.3811 8.5209 -0.2519
H -0.2915 7.6442 1.2367
H -0.0471 6.7535 -0.3658
H 1.8485 9.6960 1.3378
H 3.1964 8.5672 1.5699
H 1.6075 8.2840 2.4335
H 3.9866 4.3418 1.1952
H 3.9391 6.1417 1.3743
H 2.6212 4.9927 1.9669
H 0.9348 4.2464 0.5082
H 0.9052 4.8775 -1.1564
H 1.8554 3.6160 -0.8336
H 1.4336 8.9030 -1.4765
H 2.7396 9.0938 -2.6921
H 1.1446 8.5450 -3.1046
H 3.3023 5.4273 -2.8499
H 3.8584 6.9772 -3.4531
H 2.2382 6.1609 -3.9139
O 2.0920 -5.7223 3.2902
P 1.7233 -4.7473 4.3959
N 3.0560 -4.1728 5.3055
C 2.8624 -3.0060 6.1678
C 4.2301 -5.0138 5.2373
N 0.6047 -5.3672 5.4545
C 0.6699 -6.7590 5.8645
C 0.2961 -4.5600 6.6525
N 0.9586 -3.3626 3.8851
C -0.3343 -3.5024 3.0901
C 1.7285 -2.2166 3.4222
H 3.6569 -2.2926 6.0420
H 2.8552 -3.2462 7.2088
H 1.9477 -2.4874 5.9339
H 5.1700 -4.5781 4.9100
H 4.0464 -5.8103 4.4804
H 4.4759 -5.4541 6.1998
H -0.3140 -7.0401 6.2140
H 0.8998 -7.3932 5.0060
H 1.3820 -6.9121 6.6882
H 0.9452 -4.9011 7.4462
H 0.4966 -3.4825 6.4830
H -0.7304 -4.7358 6.8433
H -0.9671 -4.3367 3.3897
H -0.9385 -2.6049 3.1846
H -0.0061 -3.6592 2.0523
H 1.2419 -1.3018 3.6332
H 1.8547 -2.2671 2.3217
H 2.7318 -2.1968 3.8105
O 3.7131 -0.9856 -0.6089
P 4.8470 -0.3056 0.0571
N 5.1439 -0.9727 1.5580
C 5.5129 -2.4244 1.4192
C 5.6028 -0.4287 2.8233
N 4.7939 1.2860 0.4562
C 3.7199 1.7062 1.3491
C 5.5408 2.3164 -0.2963
N 6.1835 -0.5663 -0.8725
C 6.0693 -0.8784 -2.2277
C 7.4921 -0.2188 -0.3828
H 5.1081 -2.9942 2.2238
H 6.6397 -2.4071 1.4137
H 5.1312 -2.7041 0.4068
H 4.8646 -0.7302 3.5089
H 5.6069 0.6681 2.8449
H 6.5828 -0.8987 2.9682
H 4.1263 2.2358 2.2855
H 3.0068 2.3136 0.9003
H 3.2774 0.8459 1.8579
H 4.9242 2.7846 -1.0050
H 5.8359 3.0235 0.4744
H 6.4167 1.9652 -0.8139
H 6.3650 -1.9150 -2.5348
H 5.0607 -0.7587 -2.5666
H 6.7031 -0.2869 -2.8453
H 8.0913 -1.1478 -0.3113
H 7.5609 0.2488 0.6284
H 7.9426 0.4168 -1.0756
O -4.9426 -5.9269 0.9479
P -3.8582 -6.8416 0.4064
N -4.4390 -7.9158 -0.7773
C -3.4725 -8.5215 -1.6379
C -5.8268 -8.2258 -0.8717
N -3.2245 -7.9163 1.5433
C -2.8494 -7.3909 2.8253
C -3.5406 -9.3446 1.5293
N -2.5199 -6.0605 -0.2497
C -2.7423 -4.8869 -1.1009
C -1.1263 -6.3802 0.0446
H -2.5113 -8.0162 -1.5854
H -3.8485 -8.3862 -2.6984
H -3.2434 -9.5395 -1.4113
H -6.2658 -8.1569 -1.8730
H -6.4364 -7.5290 -0.3088
H -6.0515 -9.1726 -0.5084
H -1.9219 -7.8664 3.1206
H -2.7129 -6.3144 2.7195
H -3.5967 -7.5987 3.6107
H -2.6739 -9.8348 1.9718
H -4.4356 -9.6794 2.0043
H -3.5897 -9.7741 0.5363
H -2.1364 -5.0436 -2.0034
H -3.7551 -4.7713 -1.5192
H -2.3760 -3.9778 -0.5951
H -1.0990 -7.2721 0.7104
H -0.5720 -5.5825 0.6444
H -0.5699 -6.6238 -0.8696
O -7.5301 -1.9538 -1.7525
P -6.5429 -2.3594 -2.7912
N -7.0934 -2.0416 -4.3589
C -8.5010 -2.3665 -4.5248
C -6.8059 -0.7881 -5.0844
N -6.2416 -4.0372 -2.7054
C -5.7594 -4.8050 -3.8518
C -6.7022 -4.7475 -1.5250
N -5.0688 -1.5824 -2.7174
C -4.9067 -0.2575 -2.0064
C -3.8152 -2.0756 -3.1573
H -9.2140 -1.5138 -4.2492
H -8.7213 -3.2558 -3.9420
H -8.7043 -2.5825 -5.5505
H -5.7762 -0.4939 -4.9517
H -7.5367 -0.0605 -4.8042
H -6.8516 -0.9222 -6.1910
H -5.5042 -4.1059 -4.6818
H -4.9787 -5.4153 -3.4989
H -6.5905 -5.4326 -4.1830
H -7.6069 -4.2863 -1.1167
H -7.0397 -5.7732 -1.9418
H -5.9635 -4.9071 -0.7294
H -4.2500 0.3915 -2.6254
H -5.9057 0.1509 -1.7680
H -4.2517 -0.5090 -1.1366
H -3.0496 -1.8735 -2.4320
H -3.5669 -1.6630 -4.1711
H -3.9172 -3.1871 -3.3336
O -7.7967 2.4286 3.6753
P -7.5405 1.4649 2.5626
N -7.5409 2.0642 0.9811
C -8.8866 2.4030 0.5311
C -6.3991 2.7043 0.4314
N -8.7495 0.2412 2.4374
C -8.5996 -0.8964 1.6433
C -9.3788 -0.1409 3.7253
N -5.9438 0.9575 2.7528
C -5.1552 1.7712 3.7367
C -5.4179 -0.1419 1.9903
H -9.5680 1.5882 0.8499
H -8.8488 2.5081 -0.5681
H -9.2530 3.3844 0.8818
H -6.4208 2.7753 -0.6036
H -5.5484 2.1020 0.7938
H -6.2599 3.7276 0.8676
H -9.6081 -1.3284 1.5432
H -8.1148 -0.5995 0.6809
H -8.0282 -1.7670 1.9668
H -9.4541 0.7909 4.3352
H -10.2837 -0.6168 3.5955
H -8.5832 -0.6582 4.3027
H -4.1192 1.7946 3.2271
H -5.5701 2.7691 3.8261
H -5.0425 1.2214 4.7157
H -4.3266 -0.2278 1.9913
H -5.6314 -0.0139 0.9426
H -5.7485 -1.1694 2.1753
O 3.9184 3.6385 -4.7470
P 4.9236 2.7758 -5.3843
N 4.4880 1.1870 -5.1672
C 4.8560 0.0103 -5.8851
C 3.7530 0.9516 -3.9307
N 6.4328 2.9640 -4.7501
C 7.5390 2.1562 -5.2869
C 6.6283 3.8306 -3.5784
N 5.2115 2.8058 -6.9980
C 5.9457 3.8244 -7.6206
C 4.1257 2.3683 -7.8497
H 5.5485 0.2015 -6.7621
H 3.9079 -0.4834 -6.2524
H 5.3378 -0.6884 -5.1587
H 2.8022 1.4370 -3.8587
H 4.3254 1.2851 -3.1194
H 3.4669 -0.1114 -3.9564
H 7.2116 1.1642 -5.4281
H 7.9913 2.5592 -6.1925
H 8.3282 2.1837 -4.5939
H 7.3360 4.6469 -3.8341
H 5.6050 4.2980 -3.3602
H 6.9290 3.2604 -2.6992
H 6.3867 3.3601 -8.5638
H 5.3618 4.7698 -7.7866
H 6.8932 4.0884 -7.0981
H 3.2398 3.0573 -7.6657
H 3.8618 1.3371 -7.5791
H 4.4147 2.5171 -8.9067
O -1.4645 3.5116 -7.1869
P -1.5175 2.4123 -6.2290
N -2.9641 2.2285 -5.3695
C -4.2992 2.0441 -6.0168
C -3.1080 2.9752 -4.0634
N -0.3400 2.4817 -5.0547
C 0.4465 3.7411 -5.0292
C 0.2000 1.3760 -4.2587
N -1.4597 0.9023 -7.0514
C -0.4919 0.8099 -8.1433
C -1.6983 -0.3891 -6.4235
H -4.7429 3.0143 -6.1347
H -4.9538 1.4798 -5.3522
H -4.2388 1.6005 -6.9715
H -3.2597 4.0344 -4.2570
H -2.1860 2.9313 -3.4927
H -3.8955 2.5429 -3.5082
H 1.4876 3.5683 -4.9269
H 0.2520 4.2094 -5.9523
H 0.2511 4.2439 -4.0584
H -0.6359 0.7696 -3.7923
H 0.8476 0.6732 -4.8526
H 0.7838 1.7815 -3.4568
H 0.3972 0.2307 -7.9806
H -0.9259 0.2411 -8.9900
H -0.3020 1.7700 -8.5429
H -0.7910 -0.8186 -6.0394
H -2.1401 -1.0784 -7.1455
H -2.4052 -0.2636 -5.5837
C 2.0153 0.6982 7.1081
C 2.4910 0.8712 5.7470
N 2.9775 1.0343 4.7026
H 2.6980 0.2163 7.7917
H 1.0590 0.1234 7.1153
H 1.8119 1.7340 7.4053
C -3.1027 4.0592 1.0485
C -2.1038 3.4939 0.1142
N -1.3285 3.0623 -0.5914
H -3.0909 5.1418 0.8312
H -2.8473 4.0085 2.0974
H -4.0999 3.6758 0.8612
C -1.4603 0.4762 4.5337
C -1.1333 1.8082 4.1090
N -0.8155 2.7558 3.5576
H -2.5764 0.2835 4.5647
H -1.0287 0.2712 5.5363
H -0.9163 -0.2206 3.8850
C 0.8704 0.1999 0.1676
C -0.4633 -0.3716 0.4790
N -1.4831 -0.8550 0.7740
H 0.9246 0.3979 -0.9214
H 1.7029 -0.4346 0.5074
H 1.0705 1.1898 0.6636
C -3.4574 -3.2693 2.0037
C -3.5637 -3.1574 3.4458
N -3.4538 -2.9555 4.5851
H -3.7016 -4.2944 1.7111
H -2.4975 -2.9553 1.7144
H -4.2041 -2.5790 1.6122
*
```

=====

# 2
C70H48AsI4N4PPd as an isolated structure in a non-equilibrium geometry, computed with ωB97M-V with the def2-TZVPD basis set.

Values from the calculation:
- LUMO level (eV) = -1.426
- calculated total energy (Ha) = -6811.1585

Geometry as ORCA input:
```
! wB97M-V def2-TZVPD RIJCOSX def2/J DEFGRID3
* xyz 0 1
Pd -0.3151 1.6748 -0.9221
I 8.7120 3.9456 1.9280
C 6.8203 3.3530 1.2183
C 6.5867 3.3149 -0.1465
C 5.3267 2.9732 -0.6131
C 4.2967 2.6744 0.2768
C 4.5615 2.6977 1.6462
C 5.8187 3.0360 2.1207
C 2.9118 2.4122 -0.1873
C 1.9391 3.3311 0.2177
C 2.2379 4.6484 0.7232
C 1.0761 5.3384 0.7443
C 0.0326 4.4300 0.3417
C -1.3337 4.7002 0.3153
C -1.8093 6.1045 0.3542
C -2.5683 6.5584 -0.7298
C -2.9442 7.8862 -0.8436
C -2.5557 8.7833 0.1378
I -3.0176 10.8273 -0.0709
C -1.8534 8.3518 1.2498
C -1.4900 7.0178 1.3569
C -2.3070 3.7058 0.0857
N -2.0913 2.4804 -0.4562
C -3.3064 1.8723 -0.5809
C -3.5712 0.7482 -1.3773
C -4.9586 0.2261 -1.3514
C -5.7563 0.0937 -2.4874
C -7.0252 -0.4592 -2.4072
C -7.5208 -0.8563 -1.1768
I -9.4603 -1.6700 -1.0485
C -6.7688 -0.6919 -0.0258
C -5.4966 -0.1543 -0.1217
C -2.6200 0.1482 -2.2117
C -2.8971 -0.8159 -3.2438
C -1.7272 -1.0962 -3.8576
C -0.6947 -0.3749 -3.1537
N -1.2778 0.3894 -2.1882
C 0.6763 -0.4923 -3.3881
C 1.6807 0.1115 -2.5964
C 3.0780 -0.2041 -2.6522
C 3.6976 0.5555 -1.7069
C 2.6890 1.3685 -1.0992
N 1.4782 1.0599 -1.6421
C 1.1176 -1.2519 -4.5839
C 0.6821 -2.5452 -4.8646
C 1.0486 -3.1771 -6.0436
C 1.8924 -2.5352 -6.9319
I 2.4317 -3.4974 -8.7244
C 2.3747 -1.2657 -6.6586
C 1.9735 -0.6272 -5.4980
C -4.3179 2.7233 -0.0267
C -3.6993 3.8664 0.3691
N 0.5947 3.2275 0.0196
H 7.3775 3.5605 -0.8421
H 5.1327 2.9723 -1.6780
H 3.7719 2.4414 2.3424
H 6.0110 3.0579 3.1847
H 3.2194 5.0172 0.9690
H 0.9465 6.3751 1.0015
H -2.8439 5.8608 -1.5098
H -3.5281 8.2123 -1.6932
H -1.5901 9.0507 2.0319
H -0.9748 6.6875 2.2498
H -5.4025 0.4583 -3.4429
H -7.6249 -0.5681 -3.3005
H -7.1652 -0.9792 0.9387
H -4.8936 -0.0383 0.7689
H -3.8638 -1.2176 -3.4872
H -1.5864 -1.7313 -4.7135
H 3.5402 -0.9240 -3.3066
H 4.7451 0.5523 -1.4568
H 0.0712 -3.0766 -4.1469
H 0.6844 -4.1721 -6.2618
H 3.0473 -0.7695 -7.3447
H 2.3098 0.3814 -5.2981
H -5.3703 2.5022 0.0243
H -4.1460 4.7368 0.8209
C 0.7461 -2.0810 0.5965
C 2.2021 -1.9517 1.0279
As 3.1527 -3.5546 1.7482
C 1.7412 -4.1180 2.9969
C 0.5889 -4.7917 2.5909
C -0.3686 -5.1812 3.5156
C -0.1851 -4.9073 4.8635
C 0.9524 -4.2334 5.2808
C 1.9064 -3.8418 4.3517
C 2.9563 -5.0011 0.4407
C 3.0732 -4.8111 -0.9308
C 3.1381 -5.9018 -1.7883
C 3.0475 -7.1925 -1.2943
C 2.9087 -7.3946 0.0711
C 2.8921 -6.3083 0.9281
P -0.2335 -0.4975 0.8255
C 0.3243 -0.0257 2.5064
C 0.6162 -0.9687 3.4939
C 1.0930 -0.5628 4.7299
C 1.2659 0.7876 5.0053
C 0.9476 1.7330 4.0418
C 0.4844 1.3259 2.7969
C -1.8384 -1.2895 1.2162
C -2.5817 -0.9275 2.3397
C -3.7588 -1.5958 2.6474
C -4.2139 -2.6248 1.8363
C -3.5004 -2.9638 0.6955
C -2.3248 -2.2989 0.3822
H 0.2253 -2.8118 1.2147
H 0.6636 -2.3976 -0.4462
H 2.2761 -1.2820 1.8872
H 2.8124 -1.5079 0.2476
H 0.4529 -5.0421 1.5471
H -1.2500 -5.7109 3.1762
H -0.9230 -5.2307 5.5866
H 1.1065 -4.0263 6.3323
H 2.8014 -3.3248 4.6808
H 3.1352 -3.8033 -1.3305
H 3.2663 -5.7452 -2.8478
H 3.0926 -8.0370 -1.9704
H 2.8235 -8.3984 0.4679
H 2.8234 -6.4772 1.9962
H 0.4650 -2.0258 3.3022
H 1.3281 -1.3073 5.4811
H 1.6417 1.1008 5.9712
H 1.0631 2.7885 4.2575
H 0.2356 2.0623 2.0437
H -2.2228 -0.1388 2.9893
H -4.3153 -1.3227 3.5360
H -5.1243 -3.1556 2.0842
H -3.8500 -3.7630 0.0530
H -1.7782 -2.5755 -0.5130
*
```

=====

Record order is preserved below.
ΔE to the lowest compared entry with this formula, charge and spin: 4.142, 0.000 eV